No. 1
{"formula": "C6H12O", "method": "wB97M-V/def2-TZVPD", "symbols": ["C", "C", "C", "C", "O", "H", "H", "H", "H", "H", "H", "H", "H", "C", "C", "H", "H", "H", "H"], "xyz": [[0.6395, 0.9939, 1.2256], [0.9720, 0.6542, -0.2305], [-0.2099, 0.7417, -1.1814], [-1.0766, 1.9804, -1.0956], [-0.4385, -0.1313, -1.9930], [1.4598, 0.6913, 1.8843], [0.4793, 2.0680, 1.3689], [-0.2600, 0.4654, 1.5606], [1.3739, -0.3577, -0.3156], [1.7419, 1.3449, -0.6028], [-1.6123, 2.0072, -0.1397], [-0.4587, 2.8844, -1.1455], [-1.7981, 1.9752, -1.9144], [0.1292, -2.4687, 1.0337], [-0.3968, -2.6481, -0.1727], [-0.4641, -2.5579, 1.9402], [1.1798, -2.2174, 1.1672], [-1.4476, -2.8921, -0.3077], [0.1870, -2.5334, -1.0815]], "forces_ev_per_angstrom": [[-0.1, 0.0, 0.1], [0.1, -0.1, -0.1], [0.0, -0.1, -0.2], [-0.1, 0.0, 0.0], [0.1, 0.4, 0.3], [-0.1, 0.1, -0.1], [0.0, -0.2, 0.0], [0.1, 0.1, -0.1], [0.0, 0.2, 0.0], [-0.1, -0.1, 0.0], [0.1, 0.0, -0.1], [-0.1, -0.1, 0.0], [0.1, 0.0, 0.1], [-0.1, -0.1, -0.1], [0.1, 0.0, 0.2], [0.1, 0.0, -0.1], [-0.2, -0.1, 0.0], [0.1, 0.0, 0.1], [-0.1, 0.0, 0.2]], "gap_ev": 10.4, "charge": 0, "smiles": "CCC(C)=O.C=C", "lumo_energy_ev": 0.9, "homo_ev": -9.496, "de_lowest_ev": 1.220}



No. 2
{"formula": "C6H12O", "method": "wB97M-V/def2-TZVPD", "symbols": ["C", "C", "C", "C", "C", "C", "O", "H", "H", "H", "H", "H", "H", "H", "H", "H", "H", "H", "H"], "xyz": [[-1.9799, -0.1043, 1.1402], [-0.5702, -0.6778, 1.0030], [0.3522, 0.0304, 0.0405], [0.2620, 1.5381, -0.0270], [1.6644, -0.6154, -0.3262], [1.5026, -0.4708, -1.8188], [-0.0509, -0.5514, -1.7949], [-2.4903, -0.1193, 0.1709], [-1.9682, 0.9285, 1.5067], [-2.5715, -0.7003, 1.8445], [-0.6041, -1.7356, 0.7269], [-0.0500, -0.6449, 1.9822], [-0.6626, 1.8723, -0.5144], [0.2382, 1.9759, 0.9854], [1.1133, 1.9287, -0.5875], [1.7426, -1.6251, 0.1167], [2.4935, -0.0167, 0.0838], [1.8785, -1.3275, -2.3928], [-0.2994, 0.3153, -2.1391]], "forces_ev_per_angstrom": [[0.0, 0.1, -0.1], [0.0, 0.0, -0.3], [-0.2, -0.3, -0.6], [0.0, -0.2, -0.2], [0.2, 0.1, 0.3], [0.8, 0.4, -0.2], [-0.5, 0.7, 1.7], [0.0, 0.0, 0.2], [0.0, -0.2, -0.1], [0.1, 0.1, -0.2], [0.0, 0.1, 0.0], [0.0, 0.1, -0.4], [0.1, -0.1, 0.1], [0.1, -0.4, -0.2], [-0.1, -0.1, 0.0], [-0.2, 0.1, -0.1], [-0.1, -0.1, 0.0], [-0.4, 0.0, 0.3], [0.0, -0.3, -0.3]], "gap_ev": 6.4, "charge": 0, "lumo_energy_ev": 0.3, "homo_ev": -6.125, "de_lowest_ev": 5.119}



No. 3
{"formula": "C6H12O", "method": "wB97M-V/def2-TZVPD", "symbols": ["C", "C", "C", "C", "C", "C", "H", "H", "H", "H", "H", "H", "H", "H", "H", "H", "O", "H", "H"], "xyz": [[-1.3924, -0.1327, 2.5127], [-0.8694, 0.6945, 1.5201], [-0.1238, 0.1478, 0.3930], [0.5281, 0.9042, -0.6270], [-0.1752, 2.2270, -0.8644], [1.4783, 0.1204, -1.6377], [-1.1500, -1.2120, 2.3338], [-1.6756, 0.2697, 3.4989], [-0.7365, 1.7274, 1.6970], [-0.4662, -0.9306, 0.1626], [-0.0560, 3.0965, -0.1335], [0.0890, 2.6663, -1.7490], [-1.2231, 2.1137, -1.1420], [0.7828, -0.8239, -2.0533], [1.6541, 0.7541, -2.5524], [2.2748, -0.2422, -1.0068], [0.4141, -3.0105, -0.6424], [-0.3608, -3.2455, -1.1809], [0.8811, -3.8566, -0.5157]], "forces_ev_per_angstrom": [[2.0, 1.0, -2.0], [-0.1, -2.2, 1.8], [-0.3, -0.2, -3.0], [-2.3, -2.7, 2.0], [0.3, 1.1, 1.5], [-4.5, -0.2, -0.7], [-0.8, 0.9, 0.6], [-0.1, -0.4, -0.7], [-0.4, 1.2, 0.2], [1.9, 1.2, 0.8], [-0.2, -1.5, -0.5], [1.7, 1.2, -2.5], [-0.4, -0.5, 1.0], [2.1, 2.3, 1.2], [0.6, -0.7, 1.2], [0.6, -0.1, -0.7], [-0.1, -0.8, -0.2], [0.4, 0.1, 0.3], [-0.3, 0.5, -0.1]], "gap_ev": 8.0, "charge": 0, "smiles": "C=CC=C(C)C.O", "lumo_energy_ev": 0.6, "homo_ev": -7.455, "de_lowest_ev": 3.751}



No. 4
{"formula": "C6H12O", "method": "wB97M-V/def2-TZVPD", "symbols": ["C", "C", "C", "C", "C", "C", "H", "H", "H", "H", "H", "H", "H", "H", "H", "H", "O", "H", "H"], "xyz": [[0.5522, 0.0133, -3.0643], [-0.4543, -0.7113, -2.5356], [-0.8882, -0.8842, -1.1733], [-2.3799, -1.2334, -1.0235], [-0.0732, -0.8892, -0.1055], [-0.4310, -1.5350, 1.1808], [1.2061, 0.6992, -2.5335], [0.4289, 0.1693, -4.1386], [-0.8730, -1.4767, -3.1817], [-2.7446, -2.2666, -1.0511], [-2.7895, -0.8041, -1.9497], [-2.8279, -0.6712, -0.2032], [0.8434, -0.3145, -0.2385], [-1.4160, -1.9836, 1.1637], [-0.3130, -1.0407, 2.1496], [0.2797, -2.3548, 1.3548], [3.0210, 4.2738, 4.9507], [2.2518, 3.7437, 4.6826], [3.7432, 3.8366, 4.4651]], "forces_ev_per_angstrom": [[-1.6, 0.4, -0.3], [1.8, 0.2, -0.6], [-0.6, -1.4, 2.0], [0.1, 0.7, -1.3], [-0.4, 1.2, -0.6], [0.6, -0.7, 0.9], [-0.3, 0.0, 0.1], [1.0, -0.5, 0.1], [-0.7, 0.5, -0.4], [0.6, 0.0, 0.3], [-0.4, 0.0, 0.3], [0.1, -0.3, 0.1], [0.4, -0.8, 0.3], [-0.2, 0.0, -0.1], [-0.2, 0.9, -0.4], [-0.1, -0.2, -0.4], [0.0, -0.7, -0.6], [0.2, 0.4, 0.2], [-0.3, 0.4, 0.3]], "gap_ev": 9.1, "charge": 0, "smiles": "C=C/C(C)=C/C.O", "lumo_energy_ev": 0.8, "homo_ev": -8.368, "de_lowest_ev": 2.393}



No. 5
{"formula": "C6H12O", "method": "wB97M-V/def2-TZVPD", "symbols": ["C", "C", "C", "C", "C", "O", "H", "H", "H", "H", "H", "H", "H", "H", "C", "H", "H", "H", "H"], "xyz": [[1.9649, 0.8831, -0.1718], [1.4605, -0.5369, 0.0375], [0.6979, -0.7368, 1.3214], [-0.4810, -1.2856, 1.0636], [-0.5977, -1.5394, -0.4144], [0.5235, -0.8790, -0.9844], [2.4362, 0.9767, -1.1541], [2.7066, 1.1397, 0.5940], [1.1331, 1.5923, -0.1111], [2.3167, -1.2314, -0.0110], [1.0976, -0.4691, 2.2940], [-1.2513, -1.5467, 1.7808], [-0.5714, -2.6200, -0.6315], [-1.5157, -1.1341, -0.8573], [-1.9885, 1.4772, -0.5510], [-2.9588, 1.0621, -0.8435], [-1.2562, 1.2687, -1.3344], [-2.0813, 2.5551, -0.4047], [-1.6350, 1.0242, 0.3781]], "forces_ev_per_angstrom": [[0.0, 0.0, 0.0], [0.2, 0.1, 0.1], [-0.1, -0.1, 0.0], [0.2, 0.0, 0.0], [-0.2, -0.1, 0.1], [0.0, 0.0, 0.0], [-0.1, 0.0, 0.1], [-0.1, 0.0, -0.1], [0.1, -0.1, 0.0], [-0.1, 0.1, 0.0], [-0.1, 0.0, -0.1], [0.1, 0.0, -0.1], [0.0, 0.1, 0.0], [0.1, 0.0, 0.1], [0.0, 0.0, 0.0], [0.2, 0.1, 0.1], [-0.1, 0.1, 0.1], [0.0, -0.1, -0.1], [-0.1, 0.0, -0.1]], "gap_ev": 10.2, "charge": 0, "smiles": "C[C@H]1C=CCO1.C", "lumo_energy_ev": 1.1, "homo_ev": -9.142, "de_lowest_ev": 1.223}



No. 6
{"formula": "C6H12O12V", "method": "wB97M-V/def2-TZVPD", "symbols": ["O", "V", "O", "C", "O", "O", "O", "C", "O", "O", "O", "C", "C", "O", "O", "H", "H", "H", "H", "H", "H", "C", "C", "O", "O", "H", "H", "H", "H", "H", "H"], "xyz": [[0.2668, 1.0425, 1.0822], [1.3353, -0.1585, 1.3120], [0.4962, -1.3976, 0.6342], [4.0579, -0.3479, 0.3034], [5.1866, -0.1680, 0.8315], [3.3941, -0.8600, 1.1371], [3.5040, 0.7665, 0.4022], [1.6475, 0.6294, 3.8251], [2.3094, 1.1768, 2.9487], [1.0588, -0.3828, 3.5366], [1.6793, 0.9878, 5.0011], [-2.7328, 2.6989, 0.7770], [-3.4772, 1.5660, 1.2967], [-4.8832, 1.7207, 1.4007], [-2.8244, 3.8534, 1.6256], [-2.9763, 2.9310, -0.2598], [-1.6849, 2.4010, 0.7441], [-2.9286, 1.0877, 2.1080], [-3.4875, 0.9158, 0.4219], [-5.0661, 1.5556, 2.3286], [-3.4929, 4.3929, 1.1970], [1.2553, -3.2899, -2.8872], [0.6475, -1.8754, -3.0466], [-0.3233, -1.7069, -4.1307], [2.2376, -3.3818, -4.0369], [0.6297, -4.1686, -2.7301], [1.9501, -3.2731, -2.0475], [1.4107, -1.0973, -3.0328], [0.0820, -1.5822, -2.1621], [-1.0108, -1.0973, -3.8522], [1.7392, -2.9388, -4.7276]], "forces_ev_per_angstrom": [[1.7, -1.0, -0.3], [-2.8, 1.7, 2.8], [1.6, 0.3, 0.5], [8.0, 5.4, 5.8], [7.6, -2.5, -4.5], [-10.0, -10.6, 4.4], [-6.1, 7.7, -6.0], [2.6, 3.2, 3.9], [2.2, 1.7, -4.7], [-4.6, -7.1, -4.7], [-0.3, 1.2, 2.7], [1.4, 1.5, 0.2], [-0.2, -2.0, -2.1], [-0.5, 0.5, 1.5], [-0.2, 0.2, -0.6], [-0.4, 0.3, -0.1], [0.2, -0.1, 0.1], [-0.6, 0.0, 0.4], [1.0, -0.9, 0.1], [-0.4, 0.2, 0.0], [-0.1, 0.2, 0.4], [2.2, 1.9, -1.3], [-1.9, 0.1, 1.7], [1.1, -0.7, -0.4], [-1.6, -0.6, 1.0], [-0.4, 0.2, -0.7], [-0.4, 0.3, 0.3], [0.4, -0.3, -0.8], [0.1, -0.6, 0.6], [0.2, -0.1, 0.2], [0.2, -0.1, -0.5]], "s_squared": 0.77, "gap_ev": [5.0, 5.0], "charge": -2, "multiplicity": 2, "lumo_energy_ev": [4.3, 4.3], "homo_ev": [-0.721, -0.694]}



Question: Which formula does entry 1 have?
Answer: C6H12O